[1]
Entry from the Open Molecules 2025 dataset: the molecule C2H3NOS in a non-equilibrium geometry (ωB97M-V with the def2-TZVPD basis set).

The geometry in XYZ format:
```
8
C2H3NOS | the Open Molecules 2025 dataset | ωB97M-V with the def2-TZVPD basis set
C 0.09264 -0.99963 0.05754
C 0.11682 1.35083 -0.11087
H 0.14398 -2.32473 0.09499
H -0.22696 -0.78417 1.20621
H 0.28976 2.31984 -0.02178
N -1.02893 0.80967 -0.15274
O -0.92045 -0.47826 -0.71048
S 1.53313 0.10646 -0.36287
```

Net charge: 0
HOMO-LUMO gap: 10.24 eV
LUMO level: 0.625 eV
Energy above the lowest of the compared OMol25 structures with the same formula, charge and spin: 87.60 kcal/mol
Largest force on an atom: 0.1149 hartree/bohr
HOMO: -9.62 eV
Calculated total energy: -606.04776 Eh

Taken from the Mulliken analysis, the atomic charges in e are: -0.2635, -0.1288, 0.2880, 0.2392, 0.5125, -0.3535, -0.1597, -0.1344

[2]
Entry from the Open Molecules 2025 dataset: C46H32AsClIN5O3PPtS2 as an isolated structure in a non-equilibrium geometry (ωB97M-V with the def2-TZVPD basis set).

The geometry in XYZ format:
```
93
C46H32AsClIN5O3PPtS2 | the Open Molecules 2025 dataset | ωB97M-V with the def2-TZVPD basis set
Pt 1.96291 0.13347 -0.39070
Cl 9.14195 -0.48362 -0.12496
C 7.45233 -0.50372 -0.58454
C 7.11558 -0.79363 -1.87680
C 5.77320 -0.79832 -2.27781
I 5.26133 -1.26352 -4.24906
C 4.71987 -0.48249 -1.41547
O 3.48181 -0.42079 -1.80444
C 5.10153 -0.24742 -0.04148
N 4.07644 -0.05967 0.82252
C 4.33635 0.18168 2.08182
C 5.64882 0.26314 2.58512
C 6.69764 0.04367 1.74061
C 6.45294 -0.23306 0.37592
H 7.89835 -1.01532 -2.59117
H 3.49240 0.33217 2.74905
H 5.79795 0.50629 3.62984
H 7.71730 0.08106 2.09975
N 2.69123 2.28166 0.10374
C 2.52584 2.74624 1.16269
C 2.46645 3.32857 2.42790
C 1.46671 4.28090 2.78223
N 0.66435 5.04732 3.10607
C 3.41953 2.92611 3.41120
N 4.18559 2.57361 4.20288
C -1.67566 0.17220 -0.06776
C -2.27836 0.61182 -1.40056
As -4.08101 -0.13804 -1.79713
C -4.12629 -1.67411 -0.56325
C -4.43663 -1.58693 0.79384
C -4.33014 -2.70030 1.61842
C -3.91876 -3.92097 1.09564
C -3.64012 -4.02775 -0.26011
C -3.74719 -2.91300 -1.08383
C -5.16611 1.06537 -0.67121
C -6.51016 0.71581 -0.50799
C -7.36874 1.48874 0.25936
C -6.90050 2.64503 0.87563
C -5.57409 3.01655 0.70742
C -4.71572 2.23297 -0.06236
P -0.04756 0.91345 0.40141
C -0.14708 0.80977 2.22026
C 0.83974 0.06440 2.86770
C 0.84571 -0.05414 4.25101
C -0.13524 0.57812 5.00305
C -1.14193 1.29070 4.36677
C -1.15880 1.39383 2.98433
C -0.32290 2.62257 -0.20141
C 0.13642 2.89012 -1.49864
C -0.16386 4.09059 -2.12024
C -0.92304 5.04625 -1.45377
C -1.36969 4.79523 -0.16839
C -1.08075 3.58564 0.45321
H -1.53246 -0.90856 -0.03461
H -2.35320 0.44318 0.74170
H -1.63427 0.35661 -2.23252
H -2.39693 1.68887 -1.42626
H -4.75936 -0.64461 1.21922
H -4.55965 -2.61030 2.67419
H -3.81217 -4.78291 1.74433
H -3.33266 -4.97930 -0.67789
H -3.50214 -2.99229 -2.13689
H -6.88127 -0.18655 -0.98272
H -8.40503 1.19183 0.37684
H -7.56696 3.25081 1.47924
H -5.19757 3.92007 1.17436
H -3.68894 2.55919 -0.16852
H 1.59139 -0.43021 2.26874
H 1.62081 -0.63311 4.74135
H -0.11898 0.50867 6.08377
H -1.91648 1.77553 4.95011
H -1.97298 1.92562 2.50855
H 0.72479 2.14845 -2.02019
H 0.19464 4.27953 -3.12547
H -1.15726 5.98717 -1.93653
H -1.94262 5.54277 0.36683
H -1.42676 3.42788 1.46216
O 0.45866 -0.94434 -4.49545
S -0.01047 -1.89867 -3.53545
O -1.43134 -2.14278 -3.48268
N 0.57918 -1.54900 -2.02638
C 1.24763 -2.56295 -1.53616
S 1.91063 -2.50892 0.01221
C 1.38433 -3.73316 -2.45355
C 2.02407 -4.93960 -2.23041
C 2.00291 -5.89037 -3.24313
C 1.35778 -5.63717 -4.45258
C 0.72674 -4.41914 -4.68139
C 0.77066 -3.48658 -3.66554
H 2.52531 -5.11927 -1.28609
H 2.49826 -6.84345 -3.09481
H 1.34711 -6.39598 -5.22612
H 0.22468 -4.20516 -5.61859
```

Net charge: -1
HOMO-LUMO gap: 6.43 eV
LUMO level: 1.345 eV
Energy above the lowest of the compared OMol25 structures with the same formula, charge and spin: 54.57 kcal/mol
Largest force on an atom: 0.0283 hartree/bohr
HOMO: -5.08 eV
Calculated total energy: -6522.41498 Eh

Taken from the Mulliken analysis, the atomic charges in e are: 3.4777, -0.2974, 0.6127, -0.5048, -0.4251, 0.0088, 0.7605, -0.7868, -0.1767, 0.1676, -0.2401, -1.2888, -0.8778, -0.0463, 0.3923, 0.5615, 0.4264, 0.4142, -0.8338, 0.8418, 0.1460, 0.1874, -0.6633, 0.0859, -0.6358, -0.1837, -1.2091, 0.3514, -0.0185, 0.2182, -0.7113, -0.3846, -0.6590, -0.2788, -0.3981, -0.3080, -0.5801, -0.4766, -0.6302, 0.3177, -1.6157, 1.2300, -0.7802, -0.5431, -0.6915, -0.8545, -0.4705, 0.8608, -0.7470, -0.5789, -0.6486, -0.6604, -0.6958, 0.5772, 0.6961, 0.1800, 0.5252, 0.3508, 0.3927, 0.3826, 0.4068, 0.3283, 0.3515, 0.3752, 0.3752, 0.4290, 0.2119, 0.3557, 0.4456, 0.3760, 0.4280, 0.1309, 0.3471, 0.4529, 0.3778, 0.4875, 0.3305, -0.6661, 0.9254, -0.5930, -0.0845, 1.0187, -0.6158, 0.1590, -0.6729, -0.5822, -0.5288, -0.5628, 0.0152, 0.4569, 0.3965, 0.3960, 0.4639

[3]
Entry from the Open Molecules 2025 dataset: the molecule C8H13NO in a non-equilibrium geometry (ωB97M-V with the def2-TZVPD basis set).

The geometry in XYZ format:
```
23
C8H13NO | the Open Molecules 2025 dataset | ωB97M-V with the def2-TZVPD basis set
C -2.64211 -0.67720 -0.18235
C -1.64147 -0.40820 -1.03106
C -2.35199 -0.09599 1.06861
C -0.63196 0.61262 -0.13011
C 1.76957 0.32624 -1.17645
C 0.84962 -1.53610 0.04977
C 1.45954 0.58830 1.30011
C 0.81371 -0.03313 -0.02673
N -1.28249 0.62558 1.11058
O -0.56214 1.86118 -0.67165
H -3.61335 -1.11065 -0.24223
H -1.50728 -0.52361 -2.13727
H -3.09074 -0.38985 1.77178
H 2.85744 0.08868 -0.94924
H 1.67915 1.47799 -1.28790
H 1.41022 -0.01055 -2.21288
H 0.18562 -1.76010 0.75924
H 0.79870 -1.95008 -0.98280
H 1.85370 -1.81284 0.47410
H 2.45238 0.17218 1.57067
H 0.81796 0.46278 2.08978
H 1.56656 1.71178 1.15994
H -1.19062 2.38099 -0.32390
```

Net charge: 0
HOMO-LUMO gap: 9.55 eV
LUMO level: 0.159 eV
Energy above the lowest of the compared OMol25 structures with the same formula, charge and spin: 67.93 kcal/mol
Largest force on an atom: 0.0993 hartree/bohr
HOMO: -9.39 eV
Calculated total energy: -442.52100 Eh

Taken from the Mulliken analysis, the atomic charges in e are: -0.1704, -0.9653, -0.3139, 1.3381, -1.4698, -1.9979, -1.7266, 1.3099, -0.7836, -0.4756, 0.4758, 0.3870, 0.3943, 0.3429, 0.3218, 0.3395, 0.6121, 0.3615, 0.4155, 0.4226, 0.4912, 0.3191, 0.3716

[4]
Entry from the Open Molecules 2025 dataset: the molecule C4H8OS in a non-equilibrium geometry (ωB97M-V with the def2-TZVPD basis set).

The geometry in XYZ format:
```
14
C4H8OS | the Open Molecules 2025 dataset | ωB97M-V with the def2-TZVPD basis set
C -2.02732 -0.89355 -1.35928
C -0.07411 0.15389 0.29610
C 1.31162 -0.33849 0.28938
C 1.07020 1.08364 0.61913
H -1.43685 -1.78850 -1.38972
H -2.82994 -1.05150 -0.62002
H -2.60599 -0.90343 -2.31684
H -0.58030 -0.19895 1.14085
H 1.93083 -0.64065 -0.55087
H 1.57224 -0.91544 1.19591
H 1.24726 1.81400 -0.16168
H 2.28630 1.56548 2.02808
O 1.32753 1.52885 1.90780
S -1.19147 0.58464 -1.07884
```

Net charge: 0
HOMO-LUMO gap: 9.48 eV
LUMO level: 0.958 eV
Energy above the lowest of the compared OMol25 structures with the same formula, charge and spin: 37.39 kcal/mol
Largest force on an atom: 0.0606 hartree/bohr
HOMO: -8.52 eV
Calculated total energy: -630.57533 Eh

Taken from the Mulliken analysis, the atomic charges in e are: -0.8734, -0.3576, -0.5512, -0.0923, 0.3120, 0.2740, 0.3034, 0.4185, 0.2650, 0.2489, 0.3299, 0.3267, -0.5223, -0.0817

[5]
Entry from the Open Molecules 2025 dataset: a 10-piece molecular cluster, C27H57Cl18O8PS overall in a non-equilibrium geometry (ωB97M-V with the def2-TZVPD basis set).

The geometry in XYZ format:
```
112
C27H57Cl18O8PS | the Open Molecules 2025 dataset | ωB97M-V with the def2-TZVPD basis set
C -1.24440 -1.31310 -1.96086
O -1.00127 -1.37930 -3.36206
C 0.16501 -2.09504 -3.71506
C 1.43533 -1.24430 -3.62710
C 2.22952 -1.39401 -2.30878
C 3.61996 -0.76446 -2.49218
O 3.90350 0.29335 -1.54332
P 4.02935 1.72556 -2.23901
O 5.05823 1.79739 -3.29042
O 2.55875 2.03807 -2.83018
O 4.22561 2.67824 -0.98690
C 4.67952 4.02924 -1.27409
C 3.56777 5.05137 -1.12571
C 2.60925 5.20717 -2.32560
C 3.22775 5.03070 -3.71890
S 4.07548 6.51608 -4.20961
O 3.06508 7.54203 -4.33912
O 5.16433 6.81029 -3.32304
O 4.65002 6.21004 -5.66820
H -0.47698 -1.86063 -1.40346
H -1.24094 -0.27805 -1.61085
H -2.19966 -1.79514 -1.74358
H 0.26536 -3.00764 -3.11074
H 0.02609 -2.40870 -4.75276
H 1.16919 -0.18943 -3.73067
H 2.13493 -1.49812 -4.42713
H 2.34219 -2.45953 -2.09372
H 1.69764 -0.91708 -1.48317
H 4.38471 -1.52445 -2.32518
H 3.71583 -0.41643 -3.51981
H 1.93254 1.97531 -2.09876
H 5.21068 4.08751 -2.22478
H 5.43282 4.24186 -0.51231
H 3.96924 6.01644 -0.81412
H 2.95779 4.71302 -0.28433
H 2.22672 6.23248 -2.29263
H 1.73486 4.56004 -2.27388
H 3.86138 4.14948 -3.84465
H 2.41299 4.92579 -4.44427
H 4.13185 5.51094 -6.08469
Cl -3.22883 0.23664 0.95838
C -3.63193 -1.04635 2.13688
C -2.51092 -2.03510 2.30002
Cl -2.26728 -3.03063 0.84076
H -4.54780 -1.52929 1.80228
H -3.82046 -0.56423 3.09698
H -2.74030 -2.72252 3.11243
H -1.57281 -1.53433 2.52652
Cl 0.84283 -3.40279 3.83206
C 0.76654 -4.73347 5.01037
C -0.47876 -5.56964 4.86168
Cl -1.95974 -4.68785 5.32489
H 0.83546 -4.30205 6.00593
H 1.64220 -5.35750 4.83953
H -0.41077 -6.43395 5.52052
H -0.60924 -5.91827 3.84019
Cl 2.87355 7.26726 2.73641
C 2.47714 5.78667 3.64540
C 3.63422 4.82214 3.68935
Cl 3.98340 4.13262 2.08350
H 1.60311 5.33503 3.18313
H 2.21748 6.09198 4.65766
H 3.39430 3.99048 4.34971
H 4.53995 5.30265 4.05001
Cl -4.24879 -1.33441 5.32985
C -3.29365 -1.07925 6.81764
C -4.05754 -1.53734 8.03234
Cl -5.46144 -0.49113 8.37503
H -3.02505 -0.02772 6.87627
H -2.38210 -1.66672 6.71307
H -3.41606 -1.50469 8.91210
H -4.41682 -2.55403 7.90300
Cl -4.59313 -5.67134 2.45745
C -5.20548 -6.36948 0.93488
C -4.28553 -7.42729 0.38146
Cl -2.74360 -6.74451 -0.19839
H -5.34143 -5.55519 0.22580
H -6.17560 -6.81316 1.15593
H -4.75943 -7.90948 -0.47292
H -4.05706 -8.18636 1.12537
Cl -6.73738 -3.66997 8.59590
C -6.46284 -5.38206 8.99769
C -4.99352 -5.70272 9.08903
Cl -4.15945 -5.56946 7.51911
H -6.95986 -5.97901 8.23727
H -6.93490 -5.57679 9.95928
H -4.86530 -6.72532 9.44019
H -4.48664 -5.03084 9.77760
Cl 1.63217 12.54833 -5.33077
C 1.80063 11.21049 -4.16183
C 0.69381 10.19873 -4.28929
Cl -0.88796 10.85252 -3.77859
H 1.83219 11.64076 -3.16425
H 2.75369 10.72530 -4.36456
H 0.90927 9.34567 -3.64927
H 0.59457 9.84676 -5.31231
Cl -4.98963 -3.59600 -1.38954
C -5.51650 -4.25044 -2.95975
C -4.55436 -5.29272 -3.47217
Cl -2.98313 -4.58227 -3.91501
H -5.61170 -3.42032 -3.65487
H -6.50092 -4.69323 -2.81279
H -4.96181 -5.75781 -4.36868
H -4.37168 -6.06521 -2.72793
Cl 3.02267 -0.39178 -6.62334
C 4.77574 -0.19368 -6.33723
C 5.54448 -1.43656 -6.69827
Cl 5.18475 -2.78313 -5.58353
H 4.91993 0.07573 -5.29285
H 5.10715 0.64043 -6.95293
H 6.61243 -1.23845 -6.62627
H 5.31744 -1.76932 -7.70783
```

Net charge: 0
HOMO-LUMO gap: 9.37 eV
LUMO level: 0.187 eV
Largest force on an atom: 0.0338 hartree/bohr
HOMO: -9.18 eV
Calculated total energy: -10688.01965 Eh

Atom charges from the Mulliken analysis, given in e for atoms 1 to 99: -0.3043, -0.4284, -0.9592, 0.3064, -0.7708, 0.0363, -0.4913, 0.9534, -0.6879, -0.4746, -0.2778, -0.9104, -0.2973, -1.1647, -1.1192, 1.2891, -0.5472, -0.6266, -0.4885, 0.2654, 0.1971, 0.1110, 0.3494, 0.3714, 0.1576, 0.1336, 0.4076, 0.2614, 0.4153, -0.3216, 0.3568, 0.5726, 0.4325, 0.3777, 0.3543, 0.5609, 0.3843, 0.6804, 0.4724, 0.3657, -0.2218, -0.3772, -0.0745, -0.1500, 0.3863, 0.2113, -0.0846, 0.3267, -0.1555, -0.4866, -0.5380, -0.0997, 0.3081, 0.3359, 0.3184, 0.3162, -0.1757, -0.4914, -0.5128, -0.0917, 0.3147, 0.3450, 0.2954, 0.3245, -0.2521, -0.4310, 0.0322, -0.1853, 0.3964, 0.2126, 0.3368, -0.1914, -0.1304, -0.0297, -0.5656, -0.1420, -0.1475, 0.3289, 0.2977, 0.3809, -0.1407, -0.3956, -0.6362, -0.1071, 0.3109, 0.3085, 0.3718, 0.3112, -0.2030, -0.3929, -0.1310, -0.2041, 0.3619, 0.2308, 0.0195, 0.3223, -0.0833, -0.6278, -0.2091

[6]
Entry from the Open Molecules 2025 dataset: a 2-piece molecular cluster, C2H9N6 overall in a non-equilibrium geometry (ωB97M-V with the def2-TZVPD basis set).

The geometry in XYZ format:
```
17
C2H9N6 | the Open Molecules 2025 dataset | ωB97M-V with the def2-TZVPD basis set
C -0.94717 1.90066 -0.50986
C -2.31733 1.75156 0.05169
N -0.37660 2.76475 -1.16149
N -2.28991 0.60517 0.93423
N -0.46630 0.50106 -0.02619
N 0.74217 0.12794 -0.26355
N 2.11084 -1.96360 0.39481
N -1.24675 -0.13797 0.70425
H -2.69620 2.66441 0.58448
H -3.03944 1.50083 -0.78262
H 0.67670 2.85164 -1.42004
H -3.04456 0.16679 1.46827
H 1.25915 0.44504 -1.02062
H 1.10667 -0.80808 0.08222
H 2.53026 -2.31459 -0.40631
H 1.44710 -2.65690 0.81580
H 2.77457 -1.53715 1.01253
```

Net charge: +1
HOMO-LUMO gap: 8.72 eV
LUMO level: -4.177 eV
Energy above the lowest of the compared OMol25 structures with the same formula, charge and spin: 33.45 kcal/mol
Largest force on an atom: 0.0626 hartree/bohr
HOMO: -12.90 eV
Calculated total energy: -409.77876 Eh

Taken from the Mulliken analysis, the atomic charges in e are: 0.2431, -0.2931, -0.4725, 0.0217, 1.1814, -0.7906, -0.8858, -0.6296, 0.2999, 0.2443, 0.3061, 0.2682, 0.1712, 0.5266, 0.2541, 0.2888, 0.2663

[7]
Entry from the Open Molecules 2025 dataset: a 2-piece molecular cluster, CH3Cl2P overall in a non-equilibrium geometry (ωB97M-V with the def2-TZVPD basis set).

The geometry in XYZ format:
```
7
CH3Cl2P | the Open Molecules 2025 dataset | ωB97M-V with the def2-TZVPD basis set
C -1.00850 -0.03737 0.49250
P 1.55101 0.53779 0.09479
Cl -1.53219 -1.29296 -0.62285
Cl 1.64779 1.38588 -1.70070
H -1.48666 0.87760 0.48998
H -1.08173 -0.57036 1.48979
H 1.91029 -0.90058 -0.24351
```

Net charge: 0
HOMO-LUMO gap: 7.95 eV
LUMO level: -0.648 eV
Energy above the lowest of the compared OMol25 structures with the same formula, charge and spin: 77.72 kcal/mol
Largest force on an atom: 0.0891 hartree/bohr
HOMO: -8.60 eV
Calculated total energy: -1301.55684 Eh

Taken from the Mulliken analysis, the atomic charges in e are: -0.6210, 0.1658, -0.1263, -0.1465, 0.3585, 0.2737, 0.0957

[8]
Entry from the Open Molecules 2025 dataset: the molecule C3H7N5 in a non-equilibrium geometry (ωB97M-V with the def2-TZVPD basis set).

The geometry in XYZ format:
```
15
C3H7N5 | the Open Molecules 2025 dataset | ωB97M-V with the def2-TZVPD basis set
C -0.45841 -0.64610 1.34207
C 0.79015 0.47289 -0.08300
C -0.34515 -0.44396 -2.06603
N 0.34735 0.45718 1.16269
N -0.75863 -1.44604 0.34678
N 0.55904 -0.44724 -0.99669
N -1.15993 -0.71563 2.49422
N 1.53338 1.59187 -0.42327
H 0.24074 -0.23840 -3.00965
H -1.04466 -1.22652 -2.10358
H -0.97259 0.50187 -1.97451
H -1.06226 0.04240 3.10037
H -1.58541 -1.49581 2.72505
H 1.47685 2.11492 0.42434
H 2.43954 1.47856 -0.93878
```

Net charge: 0
HOMO-LUMO gap (spin up / spin down): 8.59 / 8.53 eV
LUMO level (spin up / spin down): -0.358 / -0.429 eV
Energy above the lowest of the compared OMol25 structures with the same formula, charge and spin: 78.48 kcal/mol
Largest force on an atom: 0.1181 hartree/bohr
HOMO (spin up / spin down): -8.95 / -8.96 eV
Calculated total energy: -392.17398 Eh

Taken from the Mulliken analysis, the atomic charges in e are: 0.5719, 0.5445, -0.6672, -0.6244, -0.4705, -0.3315, -0.3255, -0.4691, 0.2797, 0.3075, 0.2489, 0.2039, 0.1875, 0.2798, 0.2645